1.
Density functional theory data (the ωB97M-V functional and the def2-TZVPD basis) for a 19-piece molecular cluster, C20H74N3O21 overall in a non-equilibrium geometry.

Each line ends with the Löwdin charge.
Geometry (Å):
1 H -2.8146 3.7841 -2.9037  0.048
2 H 3.2452 0.6130 0.2246  0.211
3 H 2.6582 -1.1349 -3.1426  0.133
4 C -6.0703 0.2992 -0.0435  -0.049
5 H 7.0362 1.2961 -1.6479  0.040
6 O 4.2933 -0.0212 -4.0147  -0.120
7 H 0.0897 -3.1462 -0.0912  0.106
8 O 0.3908 4.0793 2.0563  -0.078
9 H -2.7958 5.0641 0.1741  0.011
10 C -0.8821 1.5183 1.3747  -0.158
11 C -2.0297 2.0583 0.3370  -0.192
12 H 2.4053 3.2133 5.0088  0.065
13 H -7.3472 -1.2447 -1.6526  0.090
14 H 2.2926 -3.1376 0.8905  0.130
15 H 4.6317 -1.7474 6.1869  0.041
16 H 4.8639 -5.0496 1.6517  0.052
17 O -2.9686 4.3927 -2.1655  -0.064
18 H -4.6998 -5.7298 -1.9292  0.017
19 N 2.8932 0.0635 -0.6158  -0.102
20 H 3.5494 0.2723 -4.6193  0.095
21 H -1.7861 -3.0356 -0.2686  0.117
22 H 1.3652 1.1727 1.5134  0.129
23 H -1.6709 -0.6934 -0.2370  0.090
24 H 1.9421 -2.0579 4.6584  0.142
25 O -4.9507 6.0690 -4.0992  -0.057
26 C -6.4275 -1.0456 -0.9332  -0.076
27 H -3.4475 0.5922 2.4826  0.129
28 H -2.9221 4.5093 3.5665  0.034
29 H 7.1707 1.1263 -0.1365  0.053
30 O 3.9503 1.7233 -6.5742  -0.060
31 H 4.2407 -3.7581 2.1761  -0.010
32 N 0.7902 -3.1964 3.2097  -0.025
33 H 1.3188 5.2621 0.0704  0.024
34 H 1.8557 -1.7867 -1.0726  0.165
35 C -4.2936 -1.3316 0.4683  -0.076
36 H 4.6188 -3.9813 -2.0034  0.035
37 H -3.3583 5.1748 -2.5844  0.020
38 C 0.5292 -0.5992 0.3510  -0.186
39 O 4.1034 -1.1777 3.0539  -0.123
40 H -6.2604 -1.0074 4.4715  0.045
41 O 7.2517 1.7870 -0.8407  -0.053
42 H 5.8904 -3.2028 -2.3326  0.027
43 O -6.0115 -0.0797 4.5995  -0.064
44 H -0.9185 -6.9686 -2.3833  0.055
45 C 2.1239 -2.6096 3.6161  -0.206
46 O 7.5314 3.9043 1.2875  -0.070
47 C 2.7927 -2.0580 0.9877  -0.073
48 H 3.9460 -2.2447 0.7439  0.123
49 H -3.2766 3.1406 1.9081  0.096
50 H 0.0307 4.9271 2.3570  0.059
51 H -5.1064 1.4893 2.3747  0.129
52 H 1.2370 4.0059 2.5227  0.022
53 O -6.2255 -1.8903 -4.5575  -0.071
54 H 0.0449 -2.4762 3.0882  0.065
55 H 2.8340 1.7801 -1.9875  0.157
56 H 5.7436 -0.7234 6.4027  0.052
57 O -5.7115 -4.6709 -3.9427  -0.066
58 H -1.8959 4.9004 1.3967  -0.003
59 C 3.7852 -0.9032 -2.9299  -0.178
60 C 0.5228 1.0414 0.6771  -0.233
61 H -0.4391 -0.5824 -1.7745  0.124
62 H 3.8042 1.3754 -7.4667  0.051
63 O 4.2539 -4.7153 2.3263  -0.058
64 H -3.3518 -1.9065 0.8693  0.083
65 H -1.3396 0.5664 1.9280  0.109
66 H -0.7084 2.3530 2.1801  0.094
67 H 1.4313 0.4681 -2.2852  0.147
68 C 2.7366 -1.5119 2.5324  -0.304
69 H 0.1701 2.2295 -1.3635  0.130
70 O -2.0823 4.2097 3.9460  -0.057
71 H -2.2884 -6.4893 -2.8574  0.029
72 H -6.8212 -2.6517 -4.6237  0.025
73 O 2.1745 3.1779 4.0684  -0.050
74 H 2.5904 6.0406 -0.2588  0.047
75 H -5.8812 5.9833 -4.3555  0.050
76 O -0.6552 -3.1625 -2.1871  -0.125
77 H 4.3568 -1.9449 -3.0416  0.118
78 H 0.2249 -1.1037 1.3889  0.129
79 H -2.2056 1.3874 -0.6052  0.110
80 H 4.8299 -1.0934 -0.8828  0.136
81 H -6.7779 1.2526 -0.1045  0.120
82 H 3.8935 -0.8573 4.0013  0.092
83 H 0.8687 -3.8393 2.3915  0.065
84 H -4.6096 6.7618 -4.6847  0.048
85 H -4.2030 2.9255 0.2785  0.125
86 C -3.4918 2.3676 1.0242  -0.163
87 H 4.7471 0.6587 -1.5736  0.148
88 H 4.7041 1.2117 -6.2441  0.030
89 H -3.7185 -6.5939 -1.1406  0.044
90 C 1.0099 1.9447 -0.6006  -0.086
91 H 1.6254 2.8603 -0.1879  0.113
92 O 5.5493 -3.8955 -1.7471  -0.061
93 C -0.7649 -2.7107 -0.7912  -0.215
94 H 1.5788 2.4165 4.0022  0.040
95 H 2.1021 -0.5293 2.6734  0.135
96 N -4.8087 0.0686 0.7620  -0.155
97 H -1.6342 3.1046 -0.0793  0.100
98 C 2.1018 1.0274 -1.4714  -0.111
99 C 4.1148 -0.3429 -1.4254  -0.089
100 C -4.2015 1.0659 1.7227  -0.173
101 C -0.6417 -1.0445 -0.7186  -0.103
102 H -5.9947 -1.8549 -3.6171  0.005
103 O 2.2493 5.3479 0.3267  -0.074
104 O -4.3231 -6.6220 -1.8974  -0.061
105 C -5.2507 -2.1364 -0.5943  -0.062
106 O 4.7832 -0.7966 6.2963  -0.062
107 O -2.6497 5.4120 1.0666  -0.055
108 H -0.5892 -4.1641 -2.2463  0.073
109 H 7.6854 3.2958 0.5493  -0.009
110 H -2.3371 3.4817 4.5326  0.050
111 H -5.9604 -5.5987 -4.0707  0.052
112 H -5.8695 0.2508 3.6997  -0.009
113 O -1.4345 -6.1628 -2.5361  -0.059
114 H -5.5695 -4.3405 -4.8425  0.044
115 H 2.8828 -3.4964 3.7871  0.125
116 H 7.1417 4.6864 0.8686  0.039
117 C 2.0552 -1.0984 -0.1181  -0.181
118 H -5.1600 -3.2366 -1.0080  0.075

lowest unoccupied orbital energy = -2.3 eV
frontier orbital gap = 7.47 eV
total energy = -2550.0438 a.u.
total charge = +1
spin multiplicity = 1
highest occupied orbital energy = -9.741 eV

2.
Density functional theory data (the ωB97M-V functional and the def2-TZVPD basis) for a 20-piece molecular cluster, C20H80N40O20 overall in a non-equilibrium geometry.

Each line ends with the Löwdin charge.
Geometry (Å):
1 N 1.1962 -0.3757 -1.0545  0.226
2 C -1.5239 -4.6892 6.4393  -0.884
3 C -3.9934 -1.0008 2.3853  -0.784
4 H 4.6717 -7.8866 2.6244  0.109
5 N 6.1972 3.1134 1.0213  0.204
6 H -3.6560 3.6098 3.3129  0.135
7 N -5.3490 5.6996 -1.6867  0.155
8 H 3.6586 2.9090 -2.2059  0.089
9 N -3.7176 -2.2334 2.1856  0.189
10 H -0.1893 4.6728 -3.7936  0.064
11 N -0.6693 2.4824 -3.2930  0.220
12 O 4.7882 -3.0304 6.4575  0.099
13 H 4.8411 -3.1525 4.0138  0.103
14 O 3.6536 -3.4491 0.0741  0.004
15 H -1.8206 -3.3581 5.0669  0.064
16 N 3.8129 1.6728 -4.9804  0.188
17 C 2.3915 -0.7779 2.3190  -0.799
18 O 1.7272 3.8082 -0.9117  -0.005
19 H -2.4344 -3.4487 0.1051  0.060
20 N -5.4920 0.5593 -0.7702  0.136
21 H 3.6926 0.1273 1.1749  0.098
22 H -0.7439 -0.2633 -4.1757  0.073
23 O -2.7786 2.9677 -3.1478  -0.028
24 O -5.8384 5.1271 0.4269  0.045
25 N 3.2835 -3.5375 -2.1369  0.210
26 N 5.3960 -7.4375 2.0823  0.143
27 H 1.8718 -1.0348 -0.6951  0.096
28 N -3.3666 3.0570 2.5186  0.202
29 H -3.0625 0.6093 -1.3014  0.056
30 C 4.9525 3.0681 1.0197  -0.865
31 H 2.0244 -0.7882 -5.8670  0.104
32 N 2.2242 7.3307 -4.1830  0.156
33 H -0.4632 3.4126 1.1613  0.070
34 C 2.9821 -3.6905 -0.9094  -0.788
35 H 6.2640 -7.9524 2.0426  0.114
36 H 6.7086 2.3609 1.4598  0.141
37 H -3.8848 2.1993 2.3926  0.087
38 N -3.3356 2.0180 -5.8948  0.175
39 N 1.1522 -0.5394 -5.4226  0.156
40 N -4.8989 -1.0574 3.2555  0.198
41 H -0.0296 -6.4095 3.9743  0.126
42 N -1.1837 4.5113 -3.7209  0.206
43 N 4.4368 -5.5478 1.7994  0.167
44 H 0.3925 -4.5584 6.7960  0.129
45 H 3.2628 -2.5956 3.7886  0.031
46 H -5.1411 5.4274 -2.6369  0.095
47 H -2.8704 1.4284 0.9974  0.043
48 H 0.2046 2.7584 -3.7174  0.074
49 H -3.8124 1.1977 -6.2410  0.120
50 O 1.9692 -1.8557 2.7063  -0.021
51 H -1.5733 -1.6241 3.0241  0.080
52 H 2.9253 7.6022 -3.5086  0.114
53 H -5.2376 -0.1658 3.5875  0.146
54 H -3.7008 -2.8131 -0.9893  0.117
55 H -2.9434 2.0657 -4.9653  0.058
56 N -0.2892 -0.7995 0.5738  0.217
57 N -0.3371 -6.0610 3.0776  0.187
58 H -4.4637 3.4913 -1.7782  0.079
59 N 2.1616 5.3676 -3.3978  0.193
60 N -3.7168 4.0802 -5.4246  0.170
61 H -1.2672 -0.7839 0.8257  0.075
62 H 1.2271 -4.5705 -1.5576  0.085
63 O -4.7351 3.1266 -7.1583  0.053
64 H -5.1839 -1.9502 3.6322  0.133
65 N -2.7475 -3.0714 -0.7779  0.166
66 H 2.5320 5.7669 -2.5472  0.111
67 N -0.3746 -4.1827 6.2571  0.174
68 N 4.0343 -2.7102 4.4303  0.164
69 O -0.8288 0.4474 -1.1613  0.007
70 O 6.0400 -6.1521 0.3480  0.020
71 N -0.8926 -1.8645 3.7304  0.185
72 N -2.6377 2.3525 0.6627  0.188
73 H -2.0481 2.5322 -0.1374  0.106
74 O -3.5266 -0.0045 1.8492  0.015
75 N 0.9630 -4.4491 3.4221  0.177
76 C -2.7504 3.3874 1.4559  -0.788
77 N 3.9828 2.3611 -2.9900  0.199
78 H 1.4051 0.3771 -1.6947  0.116
79 N -0.0875 4.9740 -0.4794  0.200
80 C -1.9101 -3.4269 -1.8055  -0.690
81 H -1.7627 5.2664 -4.0595  0.116
82 H -5.6952 6.6083 -1.4136  0.104
83 N -5.0391 3.6394 -0.9614  0.186
84 H -4.2298 -2.8755 2.7734  0.131
85 N -3.7660 0.7250 -2.0168  0.159
86 N 4.4725 3.9643 0.2941  0.181
87 H 4.1642 -3.0506 -2.2228  0.136
88 H -0.8828 0.7806 5.1647  0.136
89 O -2.2118 4.4494 1.2529  0.032
90 O -1.9029 -5.6005 7.0437  0.112
91 C -0.5266 -1.1085 4.7020  -0.784
92 H 0.4798 -1.0252 1.1884  0.066
93 C 0.0897 -4.9621 2.5678  -0.716
94 C -1.6399 3.2841 -3.4512  -0.743
95 C -5.3977 4.8425 -0.6382  -0.787
96 H 1.1504 2.6670 1.2594  0.101
97 C 3.8863 -2.8313 5.7638  -0.805
98 H 4.1841 -4.7408 1.2471  0.055
99 H 4.8085 1.5375 -5.0832  0.123
100 H 2.5691 1.1624 2.3482  0.076
101 H -0.3937 -4.6432 -2.2113  0.120
102 H -0.8593 4.9437 0.1714  0.054
103 H 1.7392 0.4252 3.6881  0.127
104 H -1.1424 -1.9752 -4.0115  0.046
105 O 1.1012 6.0128 -5.3082  0.078
106 H 1.1830 -4.8928 4.3024  0.104
107 H 6.6384 3.9860 0.7684  0.137
108 H 1.9810 4.3803 -3.5110  0.070
109 O 0.8119 -2.8108 -5.1355  0.003
110 H -0.5440 -3.2218 5.9963  0.072
111 H 3.4723 4.1011 0.3255  0.095
112 H 1.9205 -2.2186 5.5732  0.043
113 H 1.8134 8.0112 -4.8062  0.130
114 O 0.2979 -1.4899 5.5045  0.020
115 H -3.2172 -4.4293 5.4307  0.122
116 H 2.3986 -3.1391 6.9977  0.108
117 H -3.2500 0.8534 -2.8754  0.081
118 C -0.0015 -0.2381 -0.5949  -0.738
119 N 2.0345 0.3917 2.7228  0.228
120 N 1.8546 -4.3098 -0.8104  0.193
121 H 4.9996 4.0599 -0.5621  0.120
122 H -4.0120 5.0218 -5.6399  0.121
123 C 0.4958 -1.6237 -5.0503  -0.704
124 N 3.2206 -0.7464 1.3593  0.215
125 H 4.2356 -5.6410 2.7847  0.100
126 H -0.9118 1.6522 -2.7713  0.077
127 N -2.2576 -4.1347 5.5422  0.157
128 H 2.6002 -3.7850 -2.8382  0.124
129 H -5.2706 2.8898 -0.3254  0.088
130 H -3.2499 3.8851 -4.5505  0.029
131 H -1.7436 0.1532 3.7708  0.104
132 C 5.3151 -6.3836 1.3185  -0.771
133 N -1.1318 0.0098 4.5615  0.217
134 N -0.9957 -4.2597 -1.4967  0.183
135 H -0.3721 -2.7258 3.6444  0.081
136 C 0.7792 4.0188 -0.2046  -0.769
137 O -5.8718 0.6253 -3.0095  0.026
138 O 1.9741 2.1943 -3.9097  0.017
139 H -6.4703 0.5785 -0.5200  0.119
140 C -4.0582 3.0889 -6.1804  -0.806
141 H 4.9379 2.4526 -3.3055  0.119
142 N 2.6270 -2.6821 6.1264  0.167
143 H -0.0549 5.6724 -1.2083  0.113
144 C -5.1152 0.6958 -2.0316  -0.712
145 H -0.9501 -6.5924 2.4760  0.131
146 C 3.1673 2.0339 -3.9248  -0.785
147 N 0.4952 3.3214 0.8561  0.209
148 H -2.9765 -2.4003 1.5201  0.088
149 N -0.6984 -1.2160 -4.5081  0.166
150 O -2.1623 -3.1902 -2.9893  0.019
151 H 3.3014 1.3676 -5.7961  0.121
152 H -4.7619 0.5565 -0.0723  0.061
153 H -0.8176 -4.6019 -0.5633  0.071
154 H 0.9808 0.3329 -4.9432  0.074
155 C 1.7754 6.1543 -4.3483  -0.861
156 O 4.1991 2.2906 1.5476  0.043
157 O -0.1966 -4.5467 1.4262  -0.020
158 H 1.5681 -3.6710 3.2018  0.063
159 H 3.7580 -1.5758 1.1508  0.107
160 H 1.5395 -4.5099 0.1281  0.089

lowest unoccupied orbital energy = -0.8 eV
frontier orbital gap = 7.79 eV
total energy = -4505.5988 a.u.
total charge = 0
spin multiplicity = 1
energy relative to the best compared isomer or geometry (same formula, charge and spin) = 13.1867 eV
highest occupied orbital energy = -8.610 eV

3.
Density functional theory data (the ωB97M-V functional and the def2-TZVPD basis) for C21H10CrF9INO4S2 as an isolated structure in a non-equilibrium geometry.

Each line ends with the Löwdin charge.
Geometry (Å):
1 F -0.9214 0.7906 7.7186  0.131
2 S 0.7734 3.7704 -2.2087  0.635
3 F 4.9646 2.6260 -2.5558  0.168
4 S 2.6444 1.9056 -1.5604  0.670
5 F -0.2521 1.9927 -3.9334  0.056
6 C -4.0619 -3.5443 -1.8638  -0.075
7 H -0.3495 -5.1439 -1.8635  0.112
8 C -0.3122 0.4905 0.2007  -0.094
9 C 0.1040 0.5401 5.6024  -0.129
10 H -2.7734 -5.2416 -1.8444  0.116
11 C -2.9729 -1.4363 -1.9015  -0.514
12 F 3.7042 1.4694 -3.8974  0.151
13 C -1.6796 -1.9926 -1.8892  -0.238
14 C 4.1253 1.6072 -2.6411  -0.674
15 H 1.7292 -3.8051 -1.8480  0.107
16 C -0.2004 0.5268 1.4109  -0.054
17 F -0.5730 4.0644 -4.4707  0.170
18 H 2.0095 0.1009 2.8398  0.121
19 O -0.1450 2.9500 -1.4315  -0.360
20 F 1.1521 1.3991 7.5343  0.136
21 C -1.2148 0.8050 3.6194  -0.013
22 H -2.1614 1.0123 3.1396  0.119
23 C 1.1370 0.2879 3.4507  -0.007
24 F 4.7383 0.4981 -2.2558  0.166
25 C -0.0915 0.5404 2.8322  -0.235
26 C 0.2362 0.5105 7.0937  -0.579
27 C -1.1171 0.8017 4.9994  -0.006
28 H -5.0965 -1.6394 -1.9019  0.099
29 H -1.9901 1.0023 5.6047  0.119
30 F 0.6413 -0.7032 7.5296  0.134
31 C -0.4867 -1.2141 -1.8795  -0.210
32 C 0.3241 3.2403 -3.9637  -0.622
33 C -0.3820 -4.0613 -1.8699  -0.038
34 H 2.1798 0.0885 5.3092  0.126
35 C -4.1370 -2.1382 -1.8870  -0.140
36 H -4.9759 -4.1221 -1.8501  0.107
37 O 1.6784 0.9331 -2.0932  -0.380
38 Cr -0.3412 0.8097 -1.6880  0.488
39 C 1.2305 0.2876 4.8285  -0.006
40 O 0.5918 5.1728 -2.1750  -0.212
41 C -2.8434 -4.1609 -1.8619  -0.025
42 O 3.0460 1.7449 -0.2107  -0.207
43 H 1.6408 -1.3734 -1.8337  0.086
44 C 0.7622 -3.3181 -1.8665  -0.065
45 I -3.0358 0.7164 -1.9433  1.221
46 C 0.7029 -1.9118 -1.8661  -0.100
47 F 1.3670 3.1756 -4.7662  0.171
48 C -1.6385 -3.4188 -1.8770  -0.161
49 N 2.2703 3.3642 -2.0146  -0.267

lowest unoccupied orbital energy (alpha / beta) = -1.7 / -1.2 eV
frontier orbital gap (alpha / beta) = 6.68 / 7.01 eV
total energy = -4199.1535 a.u.
total charge = 0
spin multiplicity = 2
highest occupied orbital energy (alpha / beta) = -8.426 / -8.229 eV

4.
Density functional theory data (the ωB97M-V functional and the def2-TZVPD basis) for C21H10IrN5O9 as an isolated structure.

Each line ends with the Löwdin charge.
Geometry (Å):
1 O -0.2572 -0.3264 -2.0000  -0.183
2 O 1.4032 -3.7123 0.4963  0.154
3 H 2.5932 0.8434 1.6720  0.119
4 C 5.2593 -1.1721 -0.8252  0.014
5 O 2.4211 0.5130 -0.5947  -0.011
6 O -2.4082 -6.0087 -3.3219  0.089
7 C 3.3555 1.2439 4.1780  -0.167
8 C -1.6252 -2.2648 -0.2113  -0.251
9 C -1.7840 -3.6106 -2.2156  0.088
10 C -2.1752 -3.3504 0.4990  -0.050
11 H 7.2125 -2.0200 -1.0829  0.110
12 H -1.3104 -0.2736 2.3858  0.097
13 C -0.9844 -1.3043 -2.5119  -0.543
14 H -1.6573 -3.7028 -3.2846  0.139
15 C 6.1837 -2.2163 -0.8134  -0.053
16 N -2.3708 -3.3014 1.9549  -0.326
17 C -1.4460 -2.4180 -1.5992  -0.047
18 H 6.5469 -4.2938 -0.4697  0.111
19 H 5.5459 -0.1667 -1.1021  0.126
20 H 1.1905 0.7376 5.7151  0.132
21 C -0.2096 0.2226 4.1625  -0.006
22 O -3.1646 -6.7815 -1.4589  0.081
23 C 2.7303 -0.6759 -0.3748  -0.442
24 C -0.3718 0.0571 2.7986  -0.085
25 C 5.8051 -3.5063 -0.4641  -0.047
26 C -2.3089 -4.6496 -1.4735  -0.114
27 C 1.8150 0.6456 2.3929  -0.045
28 H 4.1848 -4.8108 0.1540  0.128
29 C 2.0493 0.8292 3.7459  -0.186
30 H -1.0460 0.0304 4.8178  0.124
31 Ir 0.2514 -0.1702 -0.1157  1.500
32 O -1.3554 -1.1348 0.4238  -0.226
33 C 2.1016 -2.7913 0.1894  -0.359
34 N -2.6527 -5.9135 -2.1374  -0.353
35 N 4.4001 1.5758 4.5196  0.178
36 C 3.9642 -1.4790 -0.4728  -0.082
37 C 4.4880 -3.8071 -0.1114  0.015
38 C -2.5299 -4.5293 -0.1182  0.092
39 C 1.0198 0.6069 4.6554  0.016
40 O -1.5775 -2.6762 2.6324  0.077
41 O -1.1694 -1.3968 -3.7004  0.102
42 C 3.5822 -2.7742 -0.1213  -0.074
43 O -3.2809 -3.9639 2.4082  0.095
44 N 0.6272 0.2525 1.9248  -0.067
45 H -2.9534 -5.3421 0.4516  0.137
46 N 1.7199 -1.4517 0.0402  -0.008

lowest unoccupied orbital energy = -1.3 eV
frontier orbital gap = 8.06 eV
total energy = -1861.3836 a.u.
total charge = 0
spin multiplicity = 1
energy relative to the best compared isomer or geometry (same formula, charge and spin) = 0.0276 eV
highest occupied orbital energy = -9.375 eV